Entry 1:
The following is a quantum chemistry calculation of a structure of composition C18H38F2NO12 in a non-equilibrium geometry, from the Open Molecules 2025 dataset.

Geometry as ORCA input:
```
! wB97M-V def2-TZVPD RIJCOSX def2/J DEFGRID3
* xyz 1 1
N -0.37 0.03 -0.19
H -0.58 -1.07 -0.37
H 0.61 0.03 -0.68
H -0.11 0.39 0.77
H -1.08 0.57 -0.75
C 3.74 -4.24 -1.94
C 3.16 -5.04 -0.72
O 2.26 -3.99 -0.12
C 2.53 -2.76 -0.68
O 2.01 -1.74 -0.34
O 3.30 -2.89 -1.71
F 4.15 -5.41 0.05
H 3.40 -4.55 -2.93
H 4.76 -4.45 -1.99
H 2.67 -5.89 -1.18
C 2.20 2.78 1.92
C 2.52 3.04 3.41
O 2.24 1.89 4.03
C 1.67 1.03 3.15
O 1.15 -0.03 3.35
O 1.60 1.58 1.94
F 1.78 4.02 4.04
H 3.14 2.56 1.34
H 1.71 3.54 1.25
H 3.55 3.30 3.63
C -1.10 -0.45 -3.76
O -1.41 -1.26 -2.66
C -2.54 -2.08 -2.74
C -2.84 -2.73 -1.34
O -1.82 -2.79 -0.60
C -2.04 -3.61 0.54
C -1.00 -3.28 1.66
O -1.17 -1.91 1.82
C -2.06 -1.50 2.84
H -1.82 0.12 -4.48
H -0.50 -1.20 -4.49
H -0.30 0.36 -3.53
H -2.46 -2.88 -3.27
H -3.51 -1.53 -3.05
H -3.58 -3.61 -1.46
H -3.43 -2.20 -0.76
H -1.87 -4.64 0.22
H -2.90 -3.58 1.00
H -0.14 -3.52 1.32
H -1.18 -3.83 2.58
H -1.62 -1.66 3.91
H -3.06 -2.13 2.60
H -2.37 -0.45 2.69
C -1.50 2.15 2.91
O -1.71 2.04 1.58
C -2.09 3.35 1.12
C -2.32 3.21 -0.46
O -1.25 2.88 -1.02
C -0.32 3.89 -1.40
C 0.90 3.33 -2.05
O 1.72 2.60 -1.16
C 2.88 2.16 -1.66
H -0.62 2.67 3.03
H -1.38 1.12 3.36
H -2.34 2.48 3.39
H -1.33 4.17 1.42
H -2.90 3.52 1.60
H -2.76 4.38 -0.94
H -3.10 2.42 -0.49
H 0.00 4.28 -0.41
H -0.98 4.48 -2.02
H 1.60 3.91 -2.53
H 0.51 2.63 -2.90
H 3.74 1.76 -1.24
H 3.42 2.91 -2.17
H 2.49 1.38 -2.29
*
```

Calculated values
Highest occupied orbital energy ... -11.9 eV
DFT total energy ... -1865.42126 a.u.
LUMO ... -1.7 eV
Energy above the lowest of the compared OMol25 structures with the same formula, charge and spin ... 81.9 kJ/mol
F_max ... 0.1747 Eh/bohr
Kohn-Sham gap ... 10.20 eV

Entry 2:
The following is a quantum chemistry calculation of a structure of composition C4H6O7Tm in a non-equilibrium geometry, from the Open Molecules 2025 dataset.

Geometry as ORCA input:
```
! wB97M-V def2-TZVPD RIJCOSX def2/J DEFGRID3
* xyz 0 4
O 0.52 1.82 -2.59
C 1.12 0.77 -2.21
O 2.32 0.86 -1.81
O 0.49 -0.36 -2.02
Tm 2.32 3.35 -1.81
O -2.29 -1.54 -0.91
C -0.97 -1.94 -0.60
C -0.06 -0.75 -0.50
H -2.86 -2.31 -0.96
H -0.58 -2.65 -1.36
H -0.92 -2.49 0.36
H -0.65 0.17 -0.35
H 0.87 -1.08 -0.03
O -0.41 0.00 2.10
C 0.05 1.07 2.57
O 0.59 2.01 1.97
O 0.05 1.11 3.94
H 0.41 1.96 4.21
*
```

Calculated values
Highest occupied orbital energy (spin up / spin down) ... -7.3 / -7.3 eV
DFT total energy ... -1767.75666 a.u.
LUMO (spin up / spin down) ... -2.4 / -3.9 eV
F_max ... 0.0975 Eh/bohr
Kohn-Sham gap (spin up / spin down) ... 4.95 / 3.45 eV
<S²> ... 3.753

Entry 3:
The following is a quantum chemistry calculation of the molecule C4H7N3O in a non-equilibrium geometry, from the Open Molecules 2025 dataset.

Geometry as ORCA input:
```
! wB97M-V def2-TZVPD RIJCOSX def2/J DEFGRID3
* xyz 0 1
C 2.17 -0.25 0.00
N 1.00 -1.06 -0.10
C -0.31 -0.63 -0.07
N -1.34 -1.59 0.01
C -2.41 -0.89 -0.02
O -2.20 0.42 -0.01
C -0.84 0.61 -0.07
N -0.27 1.89 -0.01
H 1.88 0.78 -0.27
H 2.60 -0.25 0.99
H 2.95 -0.65 -0.66
H 1.08 -1.96 0.27
H -3.40 -1.31 -0.08
H -0.53 2.44 0.83
H -0.38 2.45 -0.82
*
```

Calculated values
Highest occupied orbital energy ... -7.7 eV
DFT total energy ... -396.10483 a.u.
LUMO ... 0.9 eV
SMILES ... CNc1ncoc1N
Energy above the lowest of the compared OMol25 structures with the same formula, charge and spin ... 114.4 kJ/mol
F_max ... 0.0392 Eh/bohr
Kohn-Sham gap ... 8.57 eV

Entry 4:
The following is a quantum chemistry calculation of a structure of composition C4H6CoFO4 in a non-equilibrium geometry, from the Open Molecules 2025 dataset.

Geometry as ORCA input:
```
! wB97M-V def2-TZVPD RIJCOSX def2/J DEFGRID3
* xyz 2 5
C 1.04 1.25 0.91
O 0.07 0.68 0.02
H 1.87 0.55 1.00
H 1.37 2.21 0.49
H 0.56 1.45 1.87
C 1.28 -0.43 -1.43
O -2.17 -0.29 0.29
C -0.98 -0.69 0.63
C -0.37 -1.77 -0.25
O 0.16 -1.00 -1.43
O 2.42 -0.59 -1.50
F -2.19 2.90 -1.09
H -0.73 -0.81 1.70
H 0.51 -2.25 0.20
H -1.09 -2.48 -0.65
Co -1.76 1.26 -0.76
*
```

Calculated values
Highest occupied orbital energy (spin up / spin down) ... -20.8 / -20.6 eV
DFT total energy ... -1938.68629 a.u.
LUMO (spin up / spin down) ... -11.0 / -13.3 eV
Energy above the lowest of the compared OMol25 structures with the same formula, charge and spin ... 152.6 kJ/mol
F_max ... 0.0948 Eh/bohr
Kohn-Sham gap (spin up / spin down) ... 9.75 / 7.29 eV
<S²> ... 6.014

Entry 5:
The following is a quantum chemistry calculation of a structure of composition C15H19N3O4S2 in a non-equilibrium geometry, from the Open Molecules 2025 dataset.

Geometry as ORCA input:
```
! wB97M-V def2-TZVPD RIJCOSX def2/J DEFGRID3
* xyz 0 1
C -1.43 0.94 -4.31
H -0.81 0.07 -4.60
C -0.41 1.98 -3.93
C 0.75 2.36 -4.77
H 1.56 3.23 -4.29
H 1.26 1.46 -4.85
H 0.19 2.78 -5.49
H -0.84 2.90 -3.56
O 0.21 1.64 -2.42
C 0.90 0.68 -2.28
O 1.21 -0.38 -3.12
C 1.47 0.42 -0.77
H 1.92 1.69 -0.54
H 2.05 -0.32 -0.77
C 0.35 0.32 0.20
N -0.44 -1.02 0.19
C 0.03 -1.93 0.81
S -0.27 -3.61 0.39
N 0.85 -1.94 1.80
C 0.21 -1.21 3.05
O -0.54 -0.41 2.94
C 0.92 -1.46 4.37
C 0.69 -0.79 5.42
C 1.46 -1.11 6.57
C 2.79 -2.08 6.00
S 2.41 -2.36 4.37
H 3.35 -2.19 6.75
H 1.56 -0.77 7.39
H -0.15 0.02 5.63
H 1.33 -2.62 2.18
C -1.33 -1.24 -0.97
C -2.40 -0.23 -0.46
N -2.08 1.07 -0.32
C -0.78 1.55 0.18
O -0.49 2.63 0.42
H -2.78 1.67 -0.36
H -3.16 -0.24 -1.29
H -3.21 -0.67 0.52
H -1.70 -2.23 -0.96
H -1.07 -0.99 -1.80
H 0.51 0.52 1.19
H -1.98 1.14 -5.06
H -2.14 0.74 -3.45
*
```

Calculated values
Highest occupied orbital energy ... -7.3 eV
DFT total energy ... -1844.08349 a.u.
LUMO ... -0.2 eV
Energy above the lowest of the compared OMol25 structures with the same formula, charge and spin ... 1506.6 kJ/mol
F_max ... 0.3244 Eh/bohr
Kohn-Sham gap ... 7.06 eV

Entry 6:
The following is a quantum chemistry calculation of a cluster of 7 separate species, C7H28O7 in total, from the Open Molecules 2025 dataset.

Geometry as ORCA input:
```
! wB97M-V def2-TZVPD RIJCOSX def2/J DEFGRID3
* xyz 0 1
C -4.00 0.27 0.66
O -5.10 -0.10 -0.16
H -4.02 1.33 0.93
H -4.02 -0.27 1.60
H -3.06 0.01 0.16
H -4.79 -0.07 -1.07
C -0.02 0.06 -0.33
O -0.07 -1.02 -1.23
H -0.87 0.71 -0.53
H -0.10 -0.21 0.73
H 0.88 0.67 -0.45
H 0.82 -1.37 -1.38
C 2.53 -1.00 -3.51
O 2.40 -1.82 -2.33
H 3.57 -0.98 -3.83
H 1.88 -1.33 -4.32
H 2.22 0.01 -3.24
H 2.65 -2.71 -2.63
C -1.71 -1.87 -4.41
O -2.09 -1.17 -3.22
H -2.56 -1.86 -5.09
H -0.86 -1.36 -4.87
H -1.48 -2.92 -4.19
H -1.30 -1.14 -2.65
C -1.32 -1.57 3.48
O -1.76 -0.20 3.44
H -0.59 -1.81 2.71
H -0.87 -1.79 4.45
H -2.18 -2.22 3.31
H -2.28 -0.10 4.24
C 1.03 2.29 3.06
O -0.18 2.15 3.80
H 1.10 1.54 2.27
H 1.08 3.25 2.55
H 1.87 2.15 3.73
H -0.70 1.47 3.33
C 4.08 2.46 0.97
O 3.50 1.16 0.94
H 3.87 2.98 1.91
H 5.17 2.40 0.94
H 3.71 3.10 0.16
H 3.60 0.89 0.02
*
```

Calculated values
Highest occupied orbital energy ... -9.8 eV
DFT total energy ... -810.04363 a.u.
LUMO ... 0.3 eV
SMILES ... CO.CO.CO.CO.CO.CO.CO
Energy above the lowest of the compared OMol25 structures with the same formula, charge and spin ... 334.6 kJ/mol
F_max ... 0.0170 Eh/bohr
Kohn-Sham gap ... 10.02 eV

Entry 7:
The following is a quantum chemistry calculation of a cluster of 2 separate species, C6H15NO in total in a non-equilibrium geometry, from the Open Molecules 2025 dataset.

Geometry as ORCA input:
```
! wB97M-V def2-TZVPD RIJCOSX def2/J DEFGRID3
* xyz 1 2
C 1.24 1.42 0.87
C 2.01 0.77 -0.29
C -0.16 1.82 0.53
O -0.51 2.44 -0.51
N -1.17 1.59 1.34
H 1.30 0.93 1.83
H 1.64 2.39 1.01
H 2.02 -0.32 -0.25
H 3.03 1.11 -0.31
H -2.02 2.10 1.16
H -1.24 0.85 2.03
H 1.46 0.95 -1.22
C -1.07 -2.58 -0.57
C -0.33 -2.35 -1.92
C -0.19 -2.24 0.62
H -1.35 -3.63 -0.46
H -1.92 -1.91 -0.62
H -0.83 -1.58 -2.50
H 0.76 -2.23 -1.83
H 0.31 -3.09 1.08
H -0.68 -1.74 1.47
H -0.41 -3.21 -2.58
H 0.66 -1.64 0.30
*
```

Calculated values
Highest occupied orbital energy (spin up / spin down) ... -14.3 / -14.3 eV
DFT total energy ... -367.24776 a.u.
LUMO (spin up / spin down) ... -4.4 / -9.1 eV
Energy above the lowest of the compared OMol25 structures with the same formula, charge and spin ... 185.1 kJ/mol
F_max ... 0.0382 Eh/bohr
Kohn-Sham gap (spin up / spin down) ... 9.98 / 5.27 eV
<S²> ... 0.755

Entry 8:
The following is a quantum chemistry calculation of a cluster of 2 separate species, C8H18S in total in a non-equilibrium geometry, from the Open Molecules 2025 dataset.

Geometry as ORCA input:
```
! wB97M-V def2-TZVPD RIJCOSX def2/J DEFGRID3
* xyz 0 1
C -1.28 -0.48 -2.44
C 0.06 0.05 -2.16
C 0.88 -0.22 -1.17
C 0.34 -0.98 0.01
C 2.28 0.32 -1.15
C 3.31 -0.80 -1.53
H -1.46 -1.32 -1.69
H -2.13 0.24 -2.23
H -1.47 -0.75 -3.48
H 0.48 0.40 -3.09
H -0.56 -0.56 0.39
H 0.24 -2.05 -0.35
H 1.08 -0.84 0.72
H 2.44 0.60 -0.03
H 2.39 1.33 -1.68
H 4.30 -0.68 -1.16
H 3.33 -0.92 -2.59
H 2.76 -1.67 -1.14
C -0.92 0.37 3.54
S -1.04 1.51 2.06
C -2.86 1.49 1.94
H -1.12 -0.69 3.27
H 0.15 0.44 3.94
H -1.49 0.77 4.24
H -3.17 0.44 1.73
H -3.32 1.87 2.85
H -3.20 2.11 1.18
*
```

Calculated values
Highest occupied orbital energy ... -8.5 eV
DFT total energy ... -713.71623 a.u.
LUMO ... 0.9 eV
SMILES ... C/C=C(\C)CC.CSC
Energy above the lowest of the compared OMol25 structures with the same formula, charge and spin ... 224.5 kJ/mol
F_max ... 0.1059 Eh/bohr
Kohn-Sham gap ... 9.40 eV